(1)
The following is a DFT calculation (the ωB97M-V functional and the def2-TZVPD basis) of a single C15H19F5N2OS molecule.

Summary:
E_HOMO, eV: -8.1
Charge: 0
Frontier orbital gap, eV: 7.0215
SMILES: C=CCC1(CC=C)NC(=O)[C@@](CC=C)(C(F)(F)C(F)(F)F)[C@]1(N)S
Energy relative to the best compared isomer or geometry (same formula, charge and spin), kcal per mole: 282.94

Each line ends with the Löwdin charge.
Cartesian coordinates (Å):
C 2.67 -3.22 0.21  -0.0247
C 2.47 -1.92 0.89  -0.1563
C 2.54 -0.43 0.18  -0.1542
C 1.09 0.15 -0.32  -0.3655
C 1.44 1.01 -1.68  -0.1912
C 2.68 2.06 -1.53  -0.1528
C 2.54 3.40 -2.24  -0.0423
N 0.46 -1.12 -0.91  0.0648
C -0.77 -1.35 0.00  -0.2297
O -1.10 -2.62 0.19  0.0000
C -1.36 0.06 0.59  -0.1497
C -2.22 0.61 -0.73  -0.1135
C -2.63 -0.59 -1.78  -0.1625
C -3.85 -1.44 -1.71  -0.0056
C -2.48 0.07 1.78  -0.1203
F -2.93 1.48 2.08  0.0003
F -3.72 -0.67 1.36  0.0209
C -2.00 -0.56 3.21  -0.1289
F -1.46 0.48 4.16  0.0164
F -1.11 -1.74 3.12  0.0453
F -3.26 -1.06 3.89  0.0103
C 0.08 0.85 0.82  -0.5650
N 0.78 0.73 2.16  0.0058
S 0.00 2.75 0.62  0.7683
H 3.11 -4.12 0.86  0.0717
H 2.40 -3.41 -0.92  0.0702
H 2.27 -1.94 2.07  0.0998
H 3.12 0.38 0.84  0.1166
H 3.24 -0.57 -0.78  0.1298
H 0.46 1.55 -2.09  0.0971
H 1.75 0.25 -2.55  0.1339
H 3.69 1.86 -0.94  0.1080
H 1.81 3.47 -3.16  0.0720
H 3.21 4.30 -1.89  0.0619
H 0.12 -1.05 -1.91  0.1091
H -1.60 1.40 -1.37  0.0940
H -3.22 1.16 -0.44  0.1362
H -1.90 -0.78 -2.69  0.1112
H -4.88 -0.99 -2.06  0.0760
H -3.75 -2.56 -1.33  0.0962
H 1.67 1.28 2.20  0.0819
H 0.89 -0.25 2.48  0.0748
H -0.26 3.09 -0.71  -0.1101

***

(2)
The following is a DFT calculation (the ωB97M-V functional and the def2-TZVPD basis) of a 2-piece molecular cluster, C6H15NO overall.

Summary:
Multiplicity: 2
E_HOMO (spin up / spin down), eV: 1.2 / -6.1
Charge: -1
Frontier orbital gap (spin up / spin down), eV: 2.7072 / 9.8092
Energy relative to the best compared isomer or geometry (same formula, charge and spin), kcal per mole: 14.52
<S²>: 0.750

Each line ends with the Löwdin charge.
Cartesian coordinates (Å):
C 2.16 -0.35 0.97  -0.2841
C 1.68 1.01 1.59  -0.1533
C 1.02 -1.27 0.65  -0.6531
O 0.13 -1.56 1.45  -0.0179
N 0.95 -1.79 -0.61  0.0766
H 2.84 -0.15 0.14  0.0239
H 2.80 -0.78 1.79  0.0995
H 0.63 0.88 1.85  0.0554
H 1.77 1.92 1.00  0.0411
H 0.15 -2.33 -0.89  0.0478
H 1.55 -1.39 -1.36  -0.0344
H 2.10 1.12 2.60  0.0526
C -1.49 0.67 -1.38  -0.3359
C -1.11 2.15 -1.03  -0.1645
C -2.99 0.54 -1.16  -0.1640
H -0.83 -0.02 -0.84  0.0564
H -1.13 0.50 -2.40  0.0534
H -1.65 2.81 -0.37  0.0590
H -0.07 2.02 -0.67  0.0332
H -3.46 -0.27 -1.73  0.0496
H -0.91 2.64 -1.98  0.0407
H -3.40 1.46 -1.58  0.0526
H -3.48 0.61 -0.18  0.0654

***

(3)
The following is a DFT calculation (the ωB97M-V functional and the def2-TZVPD basis) of a 4-piece molecular cluster, C4H19N2O3 overall.

Summary:
E_HOMO, eV: -13.3
Charge: +1
Frontier orbital gap, eV: 10.4445
Energy relative to the best compared isomer or geometry (same formula, charge and spin), kcal per mole: 26.21

Each line ends with the Löwdin charge.
Cartesian coordinates (Å):
C 1.32 0.65 -1.31  -0.0458
C 1.06 -0.76 -0.80  -0.2995
C 1.95 -1.26 0.31  -0.1589
C 1.36 -1.68 1.68  -0.2576
N 0.62 -0.58 2.28  -0.0016
N -0.45 -0.79 -0.39  0.1905
H 0.55 0.88 -2.02  0.0689
H 1.55 1.28 -0.47  0.0825
H 2.34 0.57 -1.72  0.1151
H 0.99 -1.51 -1.60  0.1513
H 2.65 -2.06 0.03  0.1273
H 2.69 -0.52 0.62  0.1227
H 2.22 -1.99 2.27  0.1195
H 0.65 -2.49 1.53  0.1081
H 1.06 0.32 2.13  0.0865
H -0.77 -1.73 -0.17  0.1598
H 0.43 -0.62 3.26  0.0874
H -0.66 -0.11 0.34  0.1119
H -0.94 -0.57 -1.27  0.1029
H -2.77 0.18 -2.66  0.0717
H -3.65 0.24 -1.56  0.0717
O -2.70 0.08 -1.70  -0.0571
H -0.40 3.16 -2.17  0.0561
H 0.60 3.68 -1.22  0.0606
O 0.51 2.99 -1.89  -0.0687
H -3.28 0.62 1.73  0.0370
H -1.87 -0.19 2.29  0.0110
O -2.35 0.55 1.92  -0.0535

***

(4)
The following is a DFT calculation (the ωB97M-V functional and the def2-TZVPD basis) of a 3-piece molecular cluster, C12H16BClO13 overall.

Summary:
E_HOMO, eV: -10.2
Charge: 0
Frontier orbital gap, eV: 9.4743
SMILES: O=CC[C@@](CC(=O)Cl)(OC=O)OB(O)O.O=C1OCCO1.O=C1OCCO1

Each line ends with the Löwdin charge.
Cartesian coordinates (Å):
O -3.83 2.01 2.38  -0.0882
C -3.37 1.39 1.26  -0.0860
C -1.98 0.47 1.32  -0.0144
C -1.10 0.84 -0.03  -0.3818
C -1.53 -0.18 -1.24  -0.0423
C -0.83 0.20 -2.71  -0.5176
O 0.46 0.05 -3.00  -0.0612
Cl -1.95 0.90 -4.07  0.5339
O -1.59 2.19 -0.46  -0.0943
C -0.45 3.16 -0.36  -0.0757
O -0.47 4.04 0.68  -0.0247
O 0.34 0.99 0.19  0.0560
B 1.04 -0.29 0.37  -0.5014
O 0.52 -1.52 1.00  0.0878
O 2.44 -0.36 -0.19  0.0544
H -4.02 1.50 0.27  0.1444
H -2.35 -0.65 1.16  0.1496
H -1.40 0.63 2.32  0.1191
H -2.70 -0.01 -1.42  0.1343
H -1.43 -1.33 -0.98  0.1550
H 0.41 3.23 -1.16  0.1780
H 0.09 -1.31 1.88  0.0839
H 2.97 0.44 0.12  0.1209
C 3.28 -1.30 -4.72  -0.1402
C 3.59 -0.15 -5.62  -0.1419
O 4.61 -0.66 -6.46  0.0601
C 4.48 -2.02 -6.46  -0.5171
O 5.08 -2.77 -7.21  0.1299
O 3.58 -2.43 -5.52  0.0630
H 2.23 -1.31 -4.41  0.1194
H 3.92 -1.32 -3.83  0.1392
H 2.74 0.14 -6.24  0.1366
H 3.95 0.73 -5.07  0.1368
C -2.60 -0.82 5.91  -0.1279
C -1.47 -0.35 6.76  -0.1313
O -0.35 -0.45 5.90  0.0814
C -0.82 -0.40 4.62  -0.4760
O -0.12 -0.28 3.63  0.1082
O -2.19 -0.48 4.60  0.0655
H -3.54 -0.33 6.16  0.1435
H -2.74 -1.91 5.96  0.1391
H -1.58 0.69 7.07  0.1411
H -1.33 -0.97 7.65  0.1409

***

How do the records compare in maximum force? In the order shown, they have 8.3; 3.1; 3.3; 9.6 eV/A.
How do the records compare in E_tot? In the order shown, they have -1664.66169; -367.54029; -498.76895; -1929.95629 a.u..